1.
Below is a molecular structure, C33H35EuN9O3S3 in a non-equilibrium geometry, with properties calculated with wB97M-V/def2-TZVPD.

```
84
Properties=species:S:1:pos:R:3
Eu -0.45 -0.24 0.21
N -0.05 -0.31 4.62
C 0.25 0.05 3.35
S 1.23 -1.02 2.44
N -0.25 1.25 2.99
N 0.06 1.62 1.73
C -0.17 2.83 1.36
C -0.71 3.92 2.22
C -1.62 4.83 1.67
C -2.18 5.84 2.43
C -1.83 5.97 3.77
C -0.92 5.09 4.33
C -0.37 4.07 3.57
C 0.14 3.13 -0.07
C 0.60 4.39 -0.45
C 0.83 4.66 -1.78
C 0.57 3.68 -2.72
C 0.13 2.45 -2.26
N -0.05 2.16 -0.97
H 0.28 -1.19 4.96
H -0.57 0.31 5.21
H -1.90 4.73 0.62
H -2.89 6.52 1.98
H -2.26 6.77 4.37
H -0.63 5.19 5.37
H 0.33 3.37 4.01
H 0.77 5.14 0.31
H 1.20 5.63 -2.09
H 0.69 3.85 -3.78
H -0.11 1.65 -2.95
O -1.04 -0.92 -2.00
S -0.99 -1.82 -3.20
C 0.79 -2.00 -3.52
C 1.41 -0.62 -3.70
C 2.94 -0.60 -3.69
C 3.61 -1.25 -2.48
S 3.18 -0.52 -0.88
O 1.71 -0.76 -0.71
C 3.99 -1.78 0.08
C 5.35 -1.66 0.33
C 6.00 -2.67 1.02
C 5.28 -3.78 1.46
C 3.91 -3.87 1.22
C 3.26 -2.87 0.52
C -1.28 -3.49 -2.67
C -1.07 -3.85 -1.34
C -1.33 -5.16 -0.96
C -1.78 -6.09 -1.90
C -1.98 -5.71 -3.22
C -1.75 -4.40 -3.60
H 0.89 -2.64 -4.40
H 1.17 -2.52 -2.64
H 1.05 0.00 -2.89
H 1.06 -0.18 -4.64
H 3.26 0.44 -3.77
H 3.33 -1.12 -4.57
H 4.70 -1.14 -2.53
H 3.38 -2.31 -2.39
H 5.90 -0.78 0.00
H 7.06 -2.59 1.23
H 5.78 -4.56 2.01
H 3.35 -4.72 1.60
H 2.19 -2.90 0.35
H -0.76 -3.13 -0.61
H -1.20 -5.44 0.08
H -1.98 -7.10 -1.59
H -2.35 -6.43 -3.94
H -1.94 -4.08 -4.63
N -4.05 -5.00 3.57
C -3.57 -3.98 3.29
N -3.05 -2.80 3.07
C -2.39 -2.34 2.08
N -1.79 -1.84 1.21
C -4.15 2.55 -1.14
N -4.07 2.57 0.31
C -3.20 1.78 1.00
N -3.19 1.89 2.35
O -2.45 0.99 0.42
H -5.19 2.56 -1.45
H -3.68 1.64 -1.49
H -3.64 3.40 -1.59
H -4.70 3.16 0.83
H -3.66 2.65 2.81
H -2.41 1.45 2.82
```

For the largest force on an atom, the calculation gives 1.4 eV Å⁻¹. The value obtained for the energy above the lowest of the compared OMol25 structures with the same formula, charge and spin is 9.2 kcal/mol. The frontier orbital gap (alpha / beta) is 5.3 / 7.2 eV. Its spin multiplicity is 8. Its expectation value of S² is 15.76. As for the total energy: -106179.147 eV. The HOMO energy (alpha / beta) is -5.25 / -7.10 eV.

***

2.
Below is a molecular structure, C15H29N2ORh in a non-equilibrium geometry, with properties calculated with wB97M-V/def2-TZVPD.

```
48
Properties=species:S:1:pos:R:3
C 1.00 1.80 -1.02
H 1.86 2.06 -0.36
H 1.38 1.63 -2.04
H 1.20 -0.87 0.99
C 0.00 2.94 -1.02
H -0.93 2.61 -1.48
H -0.24 3.18 0.02
C 0.53 4.18 -1.73
H -0.25 4.94 -1.83
H 1.37 4.60 -1.18
H 0.89 3.92 -2.72
C -0.66 -1.86 -0.17
C -1.27 -0.98 -1.11
C -0.28 -0.61 -2.08
C 0.94 -1.26 -1.74
C 0.72 -2.05 -0.57
C 1.72 -2.88 0.18
C 2.22 -1.16 -2.51
C -0.56 0.20 -3.31
C -2.73 -0.60 -1.11
C -1.35 -2.50 1.00
Rh 0.38 -0.05 -0.17
H 3.07 -1.39 -1.85
H 2.26 -1.87 -3.34
H 2.33 -0.16 -2.91
H 2.72 -2.58 -0.10
H 1.59 -2.72 1.26
H 1.64 -3.96 0.01
H -2.19 -1.88 1.33
H -1.74 -3.50 0.74
H -0.65 -2.63 1.84
H -2.92 0.25 -1.78
H -3.35 -1.44 -1.45
H -3.06 -0.32 -0.11
H 0.11 1.05 -3.39
H -0.44 -0.41 -4.21
H -1.59 0.58 -3.30
C -1.89 0.23 4.41
N -0.46 0.25 4.20
C 0.16 0.48 3.02
N 1.52 0.45 3.07
O -0.48 0.73 1.95
H -2.42 0.16 3.46
H -2.21 1.14 4.94
H -2.15 -0.64 5.03
H 0.14 0.07 5.01
H 2.06 0.59 2.22
H 2.00 0.26 3.94
```

For the largest force on an atom, the calculation gives 7.9 eV Å⁻¹. The value obtained for the energy above the lowest of the compared OMol25 structures with the same formula, charge and spin is 9.4 kcal/mol. The frontier orbital gap (alpha / beta) is 7.2 / 5.5 eV. Its spin multiplicity is 5. Its expectation value of S² is 6.01. As for the total energy: -24040.273 eV. The HOMO energy (alpha / beta) is -14.30 / -15.89 eV. Its charge is +2.

***

3.
Below is C3H6N2O2S in the gas phase, with properties calculated with wB97M-V/def2-TZVPD.

```
14
Properties=species:S:1:pos:R:3
C -0.19 -0.47 -2.67
O -0.01 -0.45 -1.25
N -0.36 0.82 -0.78
C -0.23 0.94 0.48
N 0.17 0.02 1.45
O 0.53 -1.29 1.13
C 0.25 0.29 2.78
S -0.09 1.71 3.53
H 0.50 0.23 -3.18
H 0.11 -1.48 -2.99
H -1.24 -0.29 -2.91
H -0.44 1.89 0.91
H 0.45 -1.32 0.15
H 0.56 -0.59 3.35
```

For the largest force on an atom, the calculation gives 0.9 eV Å⁻¹. The value obtained for the energy above the lowest of the compared OMol25 structures with the same formula, charge and spin is 118.6 kcal/mol. The frontier orbital gap is 8.6 eV. As for the total energy: -21114.706 eV. The HOMO energy is -8.69 eV.